{"formula": "CH2FPS2", "method": "ωB97M-V/def2-TZVPD", "species": ["C", "F", "P", "S", "S", "H", "H"], "xyz": [[1.656676, -0.027206, -0.003490], [2.816983, 0.549164, 0.199549], [-1.975149, 0.071896, -0.346909], [1.109531, -1.552254, -0.008902], [-0.636679, 1.577100, -0.525972], [-2.149902, 0.256562, 0.998582], [-0.821459, -0.875262, -0.312857]], "forces_ev_per_angstrom": [[-1.347, -0.761, 0.101], [-1.085, -0.745, -0.290], [0.808, -0.145, -0.861], [1.606, 1.839, 0.117], [1.266, 0.156, -0.312], [-0.311, -0.447, 1.162], [-0.938, 0.104, 0.084]], "relative_energy_kj_mol": 302.8, "gap_ev": [6.874, 7.297], "e_tot_ha": -1276.75341, "homo_energy_ev": [-8.65, -8.82]}

***

{"formula": "C36H40BrClGeN3O4PdS", "method": "ωB97M-V/def2-TZVPD", "species": ["Pd", "Cl", "C", "C", "C", "C", "O", "C", "C", "O", "C", "H", "H", "H", "H", "C", "C", "C", "C", "C", "C", "C", "S", "O", "O", "N", "C", "C", "C", "C", "C", "C", "C", "C", "N", "C", "H", "H", "H", "H", "H", "H", "H", "H", "H", "H", "H", "H", "H", "C", "C", "C", "C", "Ge", "C", "C", "C", "C", "H", "H", "H", "H", "H", "H", "H", "H", "H", "H", "H", "H", "H", "H", "H", "H", "H", "H", "H", "Br", "C", "C", "C", "C", "C", "N", "H", "H", "H", "H"], "xyz": [[-0.764806, -0.337750, 1.111683], [-1.714606, 7.030650, -0.309117], [-1.011106, 5.489050, -0.123817], [0.275294, 5.371850, 0.433083], [0.832394, 4.136550, 0.644083], [0.146394, 2.959050, 0.293483], [0.608394, 1.756650, 0.558883], [-1.136806, 3.079150, -0.324517], [-1.834306, 1.902450, -0.795917], [-1.396206, 0.754250, -0.815117], [-1.702806, 4.342250, -0.504017], [0.807994, 6.270550, 0.705783], [1.800594, 4.057250, 1.116583], [-2.830906, 2.101650, -1.216917], [-2.686106, 4.435150, -0.938617], [-6.079806, -0.150150, -4.795617], [-5.434506, -0.361650, -3.480817], [-6.180306, -0.258750, -2.297117], [-5.589406, -0.470250, -1.065317], [-4.238106, -0.778850, -1.002717], [-3.475806, -0.892450, -2.156717], [-4.073406, -0.677450, -3.385417], [-3.507006, -1.115450, 0.592983], [-4.333106, -1.997050, 1.345383], [-3.067006, 0.109350, 1.257183], [-2.029306, -1.838350, 0.339083], [-1.770206, -3.107350, 0.058883], [-2.733406, -4.049450, -0.353117], [-2.354506, -5.348950, -0.651817], [-1.038506, -5.762550, -0.544117], [-0.039406, -4.868250, -0.093317], [1.307494, -5.240850, 0.088683], [2.206494, -4.301750, 0.539083], [1.752794, -3.006250, 0.808183], [0.500894, -2.623550, 0.645983], [-0.394806, -3.527850, 0.204783], [-7.049106, -0.647150, -4.836917], [-5.451706, -0.489450, -5.614417], [-6.285806, 0.913050, -4.943117], [-7.234406, -0.033350, -2.359517], [-6.166306, -0.416450, -0.157917], [-2.428406, -1.150150, -2.091217], [-3.487506, -0.778050, -4.286717], [-3.768106, -3.746950, -0.405117], [-3.107906, -6.054050, -0.967317], [-0.757406, -6.775250, -0.794717], [1.609794, -6.255450, -0.123717], [3.247194, -4.543450, 0.685283], [2.447294, -2.254650, 1.165783], [7.337194, 1.253450, 0.828683], [5.875094, 1.598250, 0.629783], [5.054194, 1.430150, 1.901283], [3.640194, 1.975750, 1.782483], [2.289894, 0.888350, 0.669983], [2.207794, -0.011750, -1.179517], [1.752894, 0.874250, -2.322617], [2.718994, 2.018650, -2.608617], [2.250894, 2.895950, -3.758717], [7.882094, 1.324450, -0.107517], [7.466694, 0.255550, 1.242983], [7.800294, 1.944750, 1.532783], [5.442894, 0.964350, -0.157017], [5.802294, 2.631350, 0.276383], [5.552494, 1.986750, 2.702083], [5.052494, 0.383450, 2.212483], [3.686094, 2.984350, 1.373283], [3.174994, 2.009350, 2.771683], [1.595794, -0.152850, 1.678083], [1.498994, -0.834750, -1.031617], [3.197294, -0.414650, -1.392417], [0.753394, 1.271250, -2.125317], [1.684894, 0.241350, -3.212917], [3.701394, 1.609650, -2.850217], [2.822794, 2.617950, -1.691017], [2.122694, 2.299750, -4.658317], [2.988094, 3.662650, -3.972717], [1.307694, 3.385150, -3.528017], [-0.919606, 1.706850, 3.220483], [-0.739006, 0.056850, 4.145283], [-0.691206, 0.001950, 5.526383], [-0.598806, -1.253650, 6.110783], [-0.552006, -2.378850, 5.295183], [-0.570106, -2.211050, 3.917983], [-0.656306, -1.008050, 3.350283], [-0.727606, 0.908250, 6.111483], [-0.576806, -1.346450, 7.186383], [-0.504006, -3.365350, 5.729983], [-0.515206, -3.052950, 3.240283]], "forces_ev_per_angstrom": [[-0.073, -1.138, 0.764], [0.373, -0.948, 0.054], [-0.083, 1.401, 0.104], [0.643, -0.343, 0.264], [0.418, 1.044, 0.194], [0.387, -1.626, 0.129], [-0.579, 2.292, -0.674], [-0.139, 1.160, 0.263], [-0.505, -1.142, -0.721], [-0.183, 0.976, 0.091], [-0.202, -1.891, -0.178], [0.066, 0.049, 0.067], [0.063, 0.008, 0.007], [-0.029, -0.108, -0.076], [-0.144, -0.011, -0.124], [-0.332, 0.257, -0.335], [0.327, -0.132, 0.645], [0.361, -0.061, -0.188], [-0.160, 0.009, 0.208], [0.630, -0.282, 0.384], [0.179, -0.037, 0.008], [-0.296, 0.030, 0.086], [-1.085, -0.423, -0.460], [-0.208, -0.009, -0.015], [0.281, 0.308, -0.027], [0.197, 0.115, -0.036], [-0.115, 0.419, 0.089], [-0.132, -0.540, -0.115], [-0.414, 0.230, -0.007], [-0.010, -0.041, -0.008], [0.215, 0.798, 0.260], [-0.091, 0.220, 0.013], [-0.149, -0.091, -0.044], [0.111, -0.124, -0.061], [-0.268, 0.356, -0.056], [0.638, -0.480, -0.016], [0.062, -0.091, -0.079], [-0.051, -0.047, -0.060], [0.051, 0.006, -0.040], [-0.094, 0.024, 0.072], [-0.213, 0.011, 0.148], [0.005, -0.001, -0.108], [0.049, -0.017, -0.087], [-0.084, -0.050, -0.085], [-0.065, -0.050, -0.042], [-0.027, -0.100, -0.002], [0.087, -0.089, -0.026], [0.074, -0.050, 0.031], [-0.006, 0.003, 0.033], [0.117, 0.060, 0.161], [-0.190, -0.141, -0.139], [0.241, -0.045, -0.248], [-0.854, -0.333, -0.500], [0.907, -0.790, 0.281], [-0.012, 0.445, 0.973], [0.273, 0.241, -0.034], [-0.284, -0.080, 0.000], [0.216, -0.035, 0.154], [0.093, -0.069, -0.057], [-0.002, -0.144, -0.087], [0.013, 0.059, -0.001], [0.030, 0.047, -0.058], [-0.100, 0.001, 0.008], [-0.138, -0.036, 0.045], [0.014, -0.051, 0.056], [-0.078, 0.066, -0.038], [-0.219, 0.046, -0.143], [0.481, 0.317, -0.361], [0.224, 0.052, 0.113], [0.070, -0.117, 0.117], [-0.031, -0.058, -0.078], [-0.128, 0.046, 0.006], [0.084, 0.007, 0.146], [0.161, 0.069, -0.025], [-0.062, -0.018, -0.117], [0.030, 0.145, -0.081], [-0.181, 0.066, -0.013], [-0.007, 0.105, 0.552], [0.100, -0.247, 0.105], [-0.041, 0.152, -0.286], [-0.041, -0.077, -0.297], [-0.010, 0.206, -0.051], [0.018, -0.304, 0.184], [-0.162, 0.729, -0.595], [-0.053, 0.008, 0.042], [0.017, -0.024, 0.063], [0.032, -0.078, -0.077], [-0.008, -0.017, 0.034]], "spin_multiplicity": 5, "relative_energy_kj_mol": 0.0, "charge": 3, "gap_ev": [7.127, 4.215], "e_tot_ha": -7497.20314, "homo_energy_ev": [-16.07, -16.07], "s2": 6.06}

***

{"formula": "C10H31O11", "method": "ωB97M-V/def2-TZVPD", "species": ["O", "H", "C", "C", "O", "O", "H", "H", "H", "H", "H", "H", "C", "C", "O", "O", "H", "H", "H", "H", "H", "H", "C", "C", "O", "O", "H", "H", "H", "H", "H", "H", "C", "C", "O", "O", "H", "H", "H", "H", "H", "H", "C", "C", "O", "O", "H", "H", "H", "H", "H", "H"], "xyz": [[0.579474, -0.429958, -0.320709], [-0.247620, -0.026999, -0.681994], [-3.398278, 0.059375, -1.862356], [-4.004800, 1.074386, -0.952332], [-4.411422, 2.243870, -1.702726], [-4.429807, -0.356979, -2.759864], [-3.050034, -0.837048, -1.287463], [-2.538974, 0.502146, -2.341559], [-3.355909, 1.337308, -0.147424], [-4.967232, 0.694936, -0.563151], [-5.232743, 2.040800, -2.152135], [-4.073293, -0.539929, -3.623481], [2.724506, 1.164018, -2.888482], [2.492137, -0.213078, -3.381389], [1.068597, -0.564296, -3.286569], [2.619347, 1.449302, -1.488223], [1.905644, 1.677701, -3.397468], [3.746329, 1.530410, -3.134868], [2.973664, -0.983248, -2.748502], [2.776017, -0.346598, -4.419524], [0.859623, -0.643801, -2.350025], [1.997726, 0.771429, -1.082419], [1.314201, -3.667479, -0.785419], [2.308343, -3.553779, 0.334473], [2.936525, -2.278100, 0.476870], [0.065154, -3.039105, -0.413221], [0.974649, -4.679697, -0.982956], [1.711851, -3.243004, -1.716557], [3.144679, -4.241633, 0.204230], [1.712226, -3.855916, 1.208363], [2.234275, -1.595514, 0.545045], [0.154637, -2.045346, -0.458751], [-2.136006, 0.491394, 2.737181], [-1.688983, -0.887878, 2.465655], [-0.268616, -0.973029, 2.401727], [-1.910480, 1.385548, 1.656321], [-1.709962, 0.864845, 3.691152], [-3.207740, 0.528314, 2.904127], [-2.123786, -1.218739, 1.521462], [-2.074342, -1.525227, 3.314626], [0.028507, -0.911280, 1.449614], [-0.938845, 1.531142, 1.483904], [1.699664, 2.551390, 3.321658], [1.948764, 1.986195, 1.995318], [0.743808, 1.901994, 1.161239], [1.038790, 3.872890, 3.292823], [2.741748, 2.761620, 3.693242], [1.226618, 1.897867, 4.037942], [2.354105, 0.963474, 2.186719], [2.687308, 2.516167, 1.412463], [0.805456, 1.070986, 0.590203], [0.194479, 3.788178, 2.843186]], "forces_ev_per_angstrom": [[-0.727, 0.826, -0.484], [0.830, -0.407, 0.483], [-0.086, -1.160, 0.694], [-2.090, 0.229, -0.758], [0.795, 0.275, 0.383], [-0.130, 0.167, 0.080], [-0.145, 0.686, -0.259], [0.248, 0.108, -0.545], [0.484, 0.440, 0.456], [0.604, -0.390, 0.333], [0.039, -0.257, -0.081], [0.305, -0.088, -0.297], [0.410, 1.339, 0.383], [-1.270, -2.255, 1.663], [0.885, 0.492, -0.943], [-0.777, -1.789, 0.091], [0.356, 0.841, -0.259], [-0.763, -0.134, -0.401], [0.456, 0.379, -0.386], [0.064, 0.164, -0.125], [0.007, -0.063, 0.608], [0.543, 0.837, -0.404], [-1.395, 1.059, -0.284], [0.172, -0.217, 0.297], [-0.980, 0.156, 0.007], [0.498, 0.145, -0.382], [0.603, -0.458, 0.076], [-0.031, 0.034, 0.021], [-0.063, -0.194, -0.033], [0.456, 0.231, 0.292], [0.374, -0.447, -0.188], [0.331, -0.448, 0.097], [-0.133, 1.602, 0.246], [0.510, -1.048, 0.435], [-0.005, -0.097, -0.553], [0.612, 0.100, -0.091], [0.234, -0.098, -0.403], [-0.399, -0.236, -0.049], [-0.146, -0.234, -0.017], [0.496, 0.275, -0.843], [-0.422, 0.088, 0.754], [-0.701, -0.208, 0.576], [0.769, 2.727, 0.787], [-1.064, -2.010, -1.835], [0.912, -0.577, 0.472], [0.832, -1.120, 0.307], [-1.001, -0.064, 0.079], [-0.465, -0.323, -0.025], [-0.244, 0.449, -0.298], [0.251, 0.448, 0.024], [0.024, 0.533, 0.501], [-0.065, -0.311, -0.201]], "relative_energy_kj_mol": 7.4, "charge": -1, "gap_ev": 9.456, "e_tot_ha": -1227.24728, "homo_energy_ev": -6.61}

***

{"formula": "C2H4N4", "method": "ωB97M-V/def2-TZVPD", "species": ["N", "N", "C", "N", "C", "N", "H", "H", "H", "H"], "xyz": [[-0.786007, 0.017732, 0.532091], [-0.968899, -1.225349, -0.133468], [1.186147, 1.245417, -1.581565], [2.071064, 1.553088, -0.938102], [0.128423, 0.144671, 1.481300], [0.992600, 0.246707, 2.228596], [-1.677694, 0.516789, 0.667035], [-1.222884, -1.973425, 0.520865], [-0.087800, -1.485218, -0.583592], [0.365050, 0.959587, -2.193160]], "forces_ev_per_angstrom": [[-1.656, 0.236, -0.646], [0.215, -0.343, 0.052], [-0.716, -0.237, -0.582], [0.858, 0.283, 0.587], [0.114, -0.127, 0.087], [0.500, 0.052, 0.612], [0.935, -0.427, -0.145], [0.242, 0.392, -0.120], [-0.359, 0.197, 0.212], [-0.133, -0.025, -0.058]], "relative_energy_kj_mol": 254.9, "gap_ev": 10.705, "e_tot_ha": -297.54721, "homo_energy_ev": -10.12, "smiles": "N#CNN.C#N"}

***

{"formula": "C4H28N2O10", "method": "ωB97M-V/def2-TZVPD", "species": ["C", "C", "N", "C", "C", "N", "O", "H", "H", "H", "H", "H", "H", "H", "H", "H", "H", "H", "H", "O", "H", "H", "O", "H", "H", "O", "H", "H", "O", "H", "H", "O", "H", "H", "O", "H", "H", "O", "H", "H", "O", "H", "H", "O"], "xyz": [[-1.450912, -2.314742, -0.109847], [-0.945339, -1.041106, -0.897548], [-1.686304, -0.035184, -1.452805], [-3.030051, 0.155805, -1.385189], [-3.452970, 1.565896, -0.707388], [-2.444570, 2.008827, 0.377117], [0.247815, -1.026536, -1.216645], [-2.232982, -1.986702, 0.603037], [-1.577043, -3.060172, -0.802903], [-0.653014, -2.602878, 0.590466], [-1.138231, 0.660912, -1.956552], [-3.398488, 0.311039, -2.563004], [-3.750477, -0.587810, -1.090830], [-3.398531, 2.308997, -1.472358], [-4.388220, 1.466392, -0.272142], [-2.224751, 1.364998, 1.150225], [-1.596328, 2.251291, -0.122754], [2.763502, -0.958724, -0.459454], [3.911132, -0.390445, -1.015419], [3.689503, -1.157301, -0.576829], [2.809530, 0.093449, 2.566442], [2.725133, 1.349842, 3.601775], [2.318432, 0.834656, 2.926963], [-0.399331, -1.969453, 3.923169], [-0.072257, -0.888864, 5.011945], [-0.627993, -1.032201, 4.178934], [-3.708095, -1.622419, 3.087697], [-2.332155, -1.177490, 3.188357], [-2.936000, -1.393027, 2.471817], [1.186733, 2.177607, -2.193901], [0.456632, 1.281295, -3.025811], [0.373538, 2.222573, -2.690944], [0.278331, -0.806447, -3.095140], [0.659278, -0.490518, -4.555688], [0.267903, -0.217238, -3.771556], [2.764579, 2.091777, -0.989662], [2.319001, 1.008078, -1.906183], [3.024606, 1.365094, -1.497393], [3.329405, -1.467406, 1.343488], [2.341792, -1.998776, 2.306862], [3.163635, -1.516940, 2.298586], [0.600871, 0.819770, 0.537323], [1.474620, 1.383672, 1.470440], [1.158699, 1.599465, 0.660845]], "forces_ev_per_angstrom": [[0.556, 4.452, 2.230], [0.337, -0.511, -0.978], [2.078, -2.258, 1.513], [-4.814, 3.546, -3.562], [4.231, -1.565, 1.279], [-1.226, -0.147, -1.312], [1.016, -0.195, 0.527], [-0.310, -0.877, -1.012], [-0.957, -1.832, -1.442], [0.160, 0.154, -0.621], [-0.047, -0.183, 0.228], [0.682, -0.389, 2.644], [0.786, -0.936, 0.723], [-0.223, 0.635, -0.255], [-1.867, 0.019, 0.627], [-0.443, 0.113, -0.892], [0.163, -0.025, 0.442], [-0.954, -0.291, -0.022], [1.457, 2.960, -1.542], [-0.798, -2.793, 1.674], [0.824, -0.516, 0.609], [0.878, 0.103, 0.471], [-1.749, 0.716, -0.413], [-0.322, 1.449, 0.401], [-1.192, -0.136, -1.768], [1.502, -1.419, 1.317], [1.077, 0.329, -1.811], [0.951, 0.459, -0.056], [-2.107, -0.588, 2.052], [0.156, 1.181, 0.603], [-0.781, 1.114, -0.540], [0.092, -1.667, -0.253], [0.451, -3.269, 3.195], [1.106, -1.091, -1.850], [-1.365, 4.027, -1.518], [-0.849, 1.459, 1.529], [-3.684, -2.006, -1.891], [4.940, 0.197, 0.378], [0.776, 0.035, -0.212], [-0.548, -0.312, 0.407], [0.240, -0.191, -0.608], [-0.212, 0.233, -0.752], [2.233, -0.374, 4.627], [-2.245, 0.390, -4.167]], "relative_energy_kj_mol": 417.1, "gap_ev": 8.781, "e_tot_ha": -1031.04519, "homo_energy_ev": -8.82, "smiles": "CC(=O)NCCN.O.O.O.O.O.O.O.O.O"}